one:
# C6H17N2

A gas-phase ion, C6H17N2 (charge +1) (ωB97M-V with the def2-TZVPD basis set, the OMol25 dataset).

XYZ file:
```
25
Properties=species:S:1:pos:R:3:lowdin_charge:R:1
H -0.97 1.37 0.06 0.10
H 0.10 -0.68 2.07 0.12
C 0.15 -0.02 1.19 -0.20
C -2.41 0.02 0.89 -0.28
H -3.99 -0.43 2.12 0.07
H 2.17 1.65 -0.11 0.10
C 2.36 0.91 -0.89 -0.03
N 1.33 -0.73 -2.41 0.23
H 1.70 -0.15 -3.16 0.17
H 0.48 -1.19 -2.70 0.18
H -1.20 1.61 1.69 0.13
C 1.12 0.07 -1.14 -0.36
N -3.04 -0.11 2.21 0.00
H 0.32 0.76 -1.33 0.13
C -1.11 0.79 0.98 -0.20
H 2.53 1.55 -1.77 0.09
H 0.94 0.67 1.54 0.11
C 0.71 -0.84 0.02 -0.15
H -2.25 -0.97 0.45 0.10
H -3.11 0.50 0.23 0.10
H 3.23 0.35 -0.53 0.10
H 1.56 -1.44 0.31 0.13
H -2.55 -0.78 2.78 0.07
H 2.05 -1.43 -2.21 0.18
H -0.12 -1.47 -0.29 0.11
```

Results
Total charge ... +1
LUMO energy ... -3.60 eV
Spin multiplicity ... 1
SMILES string ... C[C@@H]([NH3+])CCCCN
HOMO-LUMO gap ... 8.32 eV

=====

two:
# C6H17N2

A gas-phase ion, C6H17N2 (charge +1) (ωB97M-V with the def2-TZVPD basis set, the OMol25 dataset).

XYZ file:
```
25
Properties=species:S:1:pos:R:3:lowdin_charge:R:1
C -0.12 -0.37 0.69 -0.12
N 1.21 0.92 -0.98 0.24
H -2.45 2.23 -0.10 0.08
H 1.43 1.09 1.12 0.15
C -0.42 2.13 0.65 -0.20
H -1.05 1.78 1.47 0.11
H 0.20 -2.66 -1.82 0.08
H 0.96 -0.01 -1.37 0.14
H -0.09 -0.62 1.76 0.13
H -1.05 -2.99 -0.72 0.11
C -1.48 2.70 -0.27 -0.09
H -1.17 -0.36 0.29 0.14
H 0.20 -3.57 0.90 0.10
H 1.03 1.77 -1.50 0.16
C 0.91 -2.70 0.90 -0.05
N 0.50 -1.61 -0.06 -0.27
C -0.37 -2.11 -1.06 -0.18
H -1.78 3.72 0.10 0.10
H 1.75 -3.15 0.36 0.09
H 2.20 0.84 -0.76 0.17
H 1.06 -2.23 1.85 0.07
C 0.59 0.93 0.44 -0.25
H 0.20 2.88 1.14 0.11
H -1.22 2.93 -1.32 0.08
H -1.04 -1.55 -1.72 0.09
```

Results
Total charge ... +1
LUMO energy ... -3.21 eV
Spin multiplicity ... 1
SMILES string ... CC[C@H]([NH3+])CN(C)C
HOMO-LUMO gap ... 9.54 eV

=====

three:
# C6H17N2

2 unconnected molecules or ions with the total composition C6H17N2 (ωB97M-V with the def2-TZVPD basis set, the OMol25 dataset).

XYZ file:
```
25
Properties=species:S:1:pos:R:3:lowdin_charge:R:1
H -0.89 1.30 1.73 0.10
H 0.72 -3.54 1.32 0.09
H 1.09 -0.53 1.94 0.11
H 1.27 1.77 0.66 0.08
N -0.78 1.99 1.00 -0.09
H -2.17 1.09 -0.19 0.17
H 0.63 3.31 0.21 0.09
C -0.27 0.08 -0.47 0.18
H -0.18 0.06 -3.46 -0.05
H 0.60 -1.04 -4.47 0.01
C -0.36 -1.06 0.43 -0.14
H 0.86 3.02 1.94 0.10
H -1.00 2.00 -1.06 0.14
N -0.22 -0.54 -4.24 0.05
H -1.12 -0.80 1.17 0.13
H 0.09 -0.03 -1.50 0.12
H -0.70 -1.97 -0.06 0.16
H 1.93 -2.80 2.39 0.09
C 0.94 -2.67 1.94 -0.08
H 1.81 -1.27 0.53 0.12
H -1.06 -1.08 -4.34 0.02
C 0.57 2.57 1.01 -0.09
C 0.96 -1.34 1.22 -0.22
C -1.09 1.28 -0.24 -0.19
H 0.21 -2.66 2.75 0.09
```

Results
Total charge ... +1
LUMO energy ... -7.28 eV
Spin multiplicity ... 1
HOMO-LUMO gap ... 5.72 eV

=====

four:
# C6H17N2

A gas-phase ion, C6H17N2 (charge +1) (ωB97M-V with the def2-TZVPD basis set, the OMol25 dataset).

XYZ file:
```
25
Properties=species:S:1:pos:R:3:lowdin_charge:R:1
H 3.59 -0.27 1.72 0.08
H 3.04 -1.84 1.24 0.08
H -2.27 -1.81 0.00 0.17
C -1.28 0.70 -0.17 -0.18
H -0.43 3.37 -0.71 0.09
N -1.49 -1.75 -0.65 0.23
C -0.10 2.51 -1.29 -0.10
C 0.31 -1.04 0.92 -0.18
H 1.91 0.20 0.10 0.11
H -2.33 0.50 0.06 0.13
H -0.26 -1.02 1.85 0.13
H 2.46 -1.14 2.78 0.08
C 2.72 -0.93 1.74 -0.10
H 0.61 -2.09 0.83 0.12
H 0.21 2.80 -2.29 0.09
H -0.85 1.19 0.70 0.12
H 0.80 2.08 -0.84 0.07
C 1.56 -0.17 1.07 -0.25
N -1.12 1.46 -1.39 -0.12
H -1.84 -1.60 -1.60 0.18
H -2.00 1.90 -1.62 0.11
C -0.52 -0.65 -0.28 -0.29
H 0.13 -0.54 -1.14 0.15
H 1.38 0.69 1.71 0.12
H -1.01 -2.65 -0.69 0.17
```

Results
Total charge ... +1
LUMO energy ... -3.45 eV
Spin multiplicity ... 1
SMILES string ... CCC[C@@H]([NH3+])CNC
HOMO-LUMO gap ... 9.47 eV

=====

Which is most stable? The ranking, best first, is one, four, two, three.

=====

one:
# C4H4N4O3

C4H4N4O3 in the gas phase (ωB97M-V with the def2-TZVPD basis set, the OMol25 dataset).

XYZ file:
```
15
Properties=species:S:1:pos:R:3:lowdin_charge:R:1
N -0.56 -2.08 0.16 0.17
O 1.52 -1.46 -0.95 0.13
C 0.10 0.08 0.16 -0.41
N -1.15 -0.07 0.63 0.13
C -1.42 -1.35 0.77 -0.19
N 2.98 -0.13 0.32 -0.44
O 4.11 0.32 0.30 0.08
H -2.35 -1.73 1.00 0.11
C 2.45 -0.56 -0.88 -0.10
C 0.46 -1.24 -0.14 -0.24
H 0.38 1.91 -0.30 0.06
O 2.29 -0.41 1.25 0.08
H -1.79 0.72 0.99 0.21
N 0.82 1.05 -0.18 0.22
H 3.30 -0.73 -1.71 0.20
```

Results
Total charge ... 0
LUMO energy (alpha / beta) ... -0.84 / -1.01 eV
Spin multiplicity ... 1
HOMO-LUMO gap (alpha / beta) ... 7.17 / 7.27 eV

=====

two:
# C4H4N4O3

2 unconnected molecules or ions with the total composition C4H4N4O3 (ωB97M-V with the def2-TZVPD basis set, the OMol25 dataset).

XYZ file:
```
15
Properties=species:S:1:pos:R:3:lowdin_charge:R:1
H -2.84 -1.09 -0.56 0.09
N 3.80 -0.89 -0.52 0.23
H -0.17 -2.72 1.17 0.12
C -0.92 -1.17 0.40 -0.38
C -2.00 0.75 -0.33 -0.07
N 3.98 0.16 -0.85 -0.32
O 4.07 1.26 -1.20 0.09
N -0.88 1.44 0.03 0.14
N 0.12 -0.52 0.81 0.20
C 0.23 0.81 0.57 -0.57
O 1.22 1.44 0.81 0.07
H -0.69 2.38 -0.27 0.16
C -2.11 -0.56 -0.09 0.01
O -0.85 -2.49 0.54 0.11
H -2.96 1.18 -0.49 0.12
```

Results
Total charge ... 0
LUMO energy ... 0.38 eV
Spin multiplicity ... 1
SMILES string ... O=c1nc(O)cc[nH]1.N#[N+][O-]
HOMO-LUMO gap ... 9.84 eV

=====

Which is most stable? The ranking, best first, is two, one.

=====

one:
# C4H6BrNO2

2 unconnected molecules or ions with the total composition C4H6BrNO2 (ωB97M-V with the def2-TZVPD basis set, the OMol25 dataset).

XYZ file:
```
14
Properties=species:S:1:pos:R:3:lowdin_charge:R:1
C 0.07 2.01 -0.12 -0.06
H -0.18 2.89 -0.69 0.09
H 1.38 -0.37 -1.17 0.13
C -0.87 1.37 0.77 -0.52
C 0.74 -0.42 -0.16 -0.08
O 2.48 2.31 0.61 0.07
H -0.96 0.39 -1.22 0.13
O 4.48 1.76 -0.11 0.11
H 0.47 -1.45 0.11 0.08
C -0.30 0.60 -0.38 -0.43
Br -2.79 1.98 0.34 0.55
H 1.34 -0.07 0.67 0.06
N 3.66 2.16 0.65 -0.18
H -1.01 1.18 1.77 0.04
```

Results
Total charge ... 0
LUMO energy (alpha / beta) ... -1.77 / -0.81 eV
Spin multiplicity ... 1
HOMO-LUMO gap (alpha / beta) ... 7.04 / 9.12 eV

=====

two:
# C4H6BrNO2

C4H6BrNO2 in the gas phase (ωB97M-V with the def2-TZVPD basis set, the OMol25 dataset).

XYZ file:
```
14
Properties=species:S:1:pos:R:3:lowdin_charge:R:1
H 0.21 1.39 -0.72 0.09
Br 3.03 0.74 -0.09 0.68
H -0.65 1.67 1.70 0.11
H -1.84 0.19 1.12 0.10
C -0.62 -0.59 -1.11 0.01
O 0.08 -2.80 -1.42 0.07
H -1.60 -0.51 -1.63 0.16
C -1.12 1.05 0.81 -0.09
C -0.02 0.48 -0.17 -0.29
H 1.42 -0.19 1.65 0.11
C 1.41 -0.13 0.54 -0.67
N 0.12 -1.67 -1.03 -0.21
O 1.28 -1.44 0.06 -0.12
H -1.70 1.83 0.30 0.06
```

Results
Total charge ... 0
LUMO energy ... 0.48 eV
Spin multiplicity ... 1
SMILES string ... C[C@@H]1C=[N+]([O-])O[C@H]1Br
HOMO-LUMO gap ... 9.96 eV

=====

Which is most stable? The ranking, best first, is two, one.

=====

one:
# C4H13NO2

3 unconnected molecules or ions with the total composition C4H13NO2 (ωB97M-V with the def2-TZVPD basis set, the OMol25 dataset).

XYZ file:
```
20
Properties=species:S:1:pos:R:3:lowdin_charge:R:1
H 0.84 3.35 -0.46 0.07
H 0.96 -0.93 1.25 0.07
H -0.31 3.44 0.82 0.07
H 2.56 1.77 0.15 0.05
H 2.25 0.22 -0.03 0.09
O -0.46 -3.29 -0.42 -0.08
C 0.49 1.44 0.52 -0.35
H -2.13 -1.30 -2.15 0.03
C 1.94 1.06 0.65 -0.09
H -0.62 -1.29 1.84 0.09
H 0.39 -2.93 -0.67 0.02
N -0.03 -0.77 1.22 0.05
C -0.42 0.46 0.77 -0.21
C 0.03 2.79 0.02 -0.08
O -1.27 -0.91 -2.06 -0.04
H 2.29 0.90 1.67 0.08
H -1.18 -2.64 -0.32 0.01
H -1.48 0.62 0.66 0.11
H -0.85 2.55 -0.59 0.07
H -1.16 -0.09 -2.53 0.04
```

Results
Total charge ... 0
LUMO energy ... 0.64 eV
Spin multiplicity ... 1
SMILES string ... CC(C)=CN.O.O
HOMO-LUMO gap ... 8.00 eV

=====

two:
# C4H13NO2

2 unconnected molecules or ions with the total composition C4H13NO2 (ωB97M-V with the def2-TZVPD basis set, the OMol25 dataset).

XYZ file:
```
20
Properties=species:S:1:pos:R:3:lowdin_charge:R:1
O 1.02 0.66 -0.74 -0.03
H 2.47 -1.65 -0.14 0.08
O -1.01 0.27 -2.96 -0.04
C -1.40 -0.70 0.63 -0.06
H 0.73 -2.08 0.01 0.07
H 1.87 -1.89 1.46 0.09
H -1.13 0.39 -3.90 0.05
C 1.57 -1.51 0.45 -0.05
H 0.13 2.00 1.66 0.07
H -1.69 -0.27 -0.31 0.06
H 0.62 0.27 -1.52 0.05
C 1.09 -0.06 0.49 -0.43
H -1.72 0.68 -2.46 0.04
H -1.31 1.64 1.00 0.05
H -2.17 -0.68 1.43 0.09
H -1.14 -1.72 0.42 0.06
C -0.22 -0.01 1.30 -0.42
N -0.67 1.35 1.73 0.03
H 0.08 -0.58 2.28 0.16
H 1.78 0.54 1.11 0.14
```

Results
Total charge ... 0
LUMO energy ... 0.53 eV
Spin multiplicity ... 1
SMILES string ... C[C@H](N)[C@@H](C)O.O
HOMO-LUMO gap ... 9.66 eV

=====

Which is most stable? The ranking, best first, is two, one.

=====

one:
# C4H7N3S

C4H7N3S in the gas phase (ωB97M-V with the def2-TZVPD basis set, the OMol25 dataset).

XYZ file:
```
15
Properties=species:S:1:pos:R:3:lowdin_charge:R:1
N -1.42 -1.47 -0.53 -0.06
H 2.68 0.99 -0.65 0.10
H -1.42 -2.30 0.20 0.15
C -0.86 0.65 0.57 -0.79
H 1.69 -1.37 0.35 0.15
C -0.43 -0.49 -0.49 -0.43
H -0.30 2.09 1.93 0.20
N -0.01 1.41 1.11 -0.07
H 1.30 -1.09 -1.42 0.13
H -0.54 0.02 -1.58 0.18
N 1.22 1.70 0.57 0.06
H -2.36 -1.05 -0.57 0.02
C 1.73 0.83 -0.19 -0.15
C 1.16 -0.59 -0.38 -0.12
S -2.44 0.67 1.08 0.63
```

Results
Total charge ... 0
LUMO energy ... 0.29 eV
Spin multiplicity ... 1
SMILES string ... N[C@@H]1CC=NNC1=S
HOMO-LUMO gap ... 8.59 eV

=====

two:
# C4H7N3S

C4H7N3S in the gas phase (ωB97M-V with the def2-TZVPD basis set, the OMol25 dataset).

XYZ file:
```
15
Properties=species:S:1:pos:R:3:lowdin_charge:R:1
N 0.06 -0.28 -1.02 0.02
C 1.64 1.40 -0.26 -0.68
C 0.88 -1.13 -1.50 -0.02
H -0.18 2.02 1.33 0.13
H -1.06 -1.64 0.85 0.09
S 2.80 1.35 -1.38 0.66
N 0.51 0.62 -0.05 -0.15
C -0.43 1.01 0.93 -0.22
H 0.56 -1.84 -2.23 0.07
H 1.68 2.14 0.52 0.05
H -2.41 -0.78 0.01 0.06
N -1.43 0.44 1.35 0.01
H -2.62 -1.22 1.74 0.07
H 1.92 -1.23 -1.24 0.04
C -1.91 -0.88 0.95 -0.13
```

Results
Total charge ... 0
LUMO energy ... 0.10 eV
Spin multiplicity ... 1
SMILES string ... C=NN(C=S)/C=N\C
HOMO-LUMO gap ... 8.82 eV

=====

Which is most stable? The ranking, best first, is two, one.

=====

one:
# C8H12FN

2 unconnected molecules or ions with the total composition C8H12FN (ωB97M-V with the def2-TZVPD basis set, the OMol25 dataset).

XYZ file:
```
22
Properties=species:S:1:pos:R:3:lowdin_charge:R:1
H -1.48 -1.93 -0.37 0.11
C -0.37 -2.12 -0.49 -0.06
H -0.32 -2.10 -1.65 0.12
H 1.35 -1.95 1.88 0.04
C -0.45 1.97 -1.96 0.15
H -0.12 2.15 -2.98 0.09
C -0.06 0.33 -0.14 -0.20
C -1.14 0.99 0.72 -0.03
C -0.06 0.80 -1.44 -0.41
C 0.41 -1.05 0.15 -0.43
H -0.76 2.82 -1.29 0.10
H -1.02 2.05 0.61 0.07
H 0.94 -0.17 2.21 0.11
H -2.23 0.92 0.33 0.14
H -1.27 0.62 1.71 0.07
N 2.70 2.07 1.12 -0.03
H 1.43 -1.02 -0.30 0.14
C 1.88 1.45 0.59 -0.16
H -0.16 -3.08 -0.17 0.05
C 0.66 -1.21 1.69 -0.05
H -0.36 -1.50 2.13 0.10
F 0.43 -0.04 -2.34 0.07
```

Results
Total charge ... 0
LUMO energy (alpha / beta) ... -1.69 / -1.69 eV
Spin multiplicity ... 1
HOMO-LUMO gap (alpha / beta) ... 8.10 / 8.11 eV

=====

two:
# C8H12FN

C8H12FN in the gas phase (ωB97M-V with the def2-TZVPD basis set, the OMol25 dataset).

XYZ file:
```
22
Properties=species:S:1:pos:R:3:lowdin_charge:R:1
C 1.77 -1.52 0.63 -0.12
N 0.09 0.09 0.02 -0.02
H -0.28 -1.58 1.26 0.12
C 2.51 0.31 -0.75 -0.09
C 0.44 -1.07 0.62 -0.09
H 0.97 1.69 -1.28 0.12
C 1.33 1.07 -0.50 -0.26
H 1.98 -2.39 1.29 0.09
H -2.37 -1.29 -0.99 0.10
H -3.12 0.19 -1.55 0.08
H -3.02 1.21 1.19 0.11
H -1.14 1.65 -0.28 0.13
H 3.39 0.91 -1.25 0.14
F 1.45 1.98 0.51 0.02
H 3.84 -1.33 -0.01 0.14
C -2.08 -0.17 -1.25 -0.08
H -1.48 -0.30 -2.24 0.09
C 2.77 -0.87 -0.13 -0.13
C -2.02 0.57 1.23 -0.08
H -2.32 -0.57 1.55 0.11
C -1.25 0.57 -0.16 -0.43
H -1.43 0.88 2.09 0.06
```

Results
Total charge ... 0
LUMO energy ... 0.94 eV
Spin multiplicity ... 1
SMILES string ... CC(C)N1C=CC=C[C@@H]1F
HOMO-LUMO gap ... 8.55 eV

=====

Which is most stable? The ranking, best first, is two, one.